C5H13ClNO3PSi2 | ωB97M-V/def2-TZVPD

Each line ends with the natural charge from an NBO analysis.
Cartesian coordinates (Å):
C1 3.34653 0.02297 0.98441  -0.65
C2 2.71905 -1.30084 0.24933  -0.43
C3 1.97910 -1.01766 -1.18562  -0.61
Cl1 1.09065 -2.62585 -1.63185  -0.12
Si1 0.62643 0.35230 -1.15445  1.40
O1 -0.27483 0.44685 0.37884  -1.21
Si2 -1.70646 1.43393 -0.05508  1.40
N1 -2.16746 2.59673 1.25499  -0.88
C4 -1.39909 3.74941 1.04897  0.84
O2 -0.30057 4.55197 1.12335  -0.50
P1 -3.36944 0.02608 -0.32341  0.59
C5 -3.28422 -1.32064 1.06603  -0.95
O3 -3.17056 -0.74541 -1.89940  -0.95
H1 4.21908 0.53181 0.34858  0.22
H2 2.54402 0.80753 1.35419  0.23
H3 3.87799 -0.36776 1.97934  0.23
H4 3.64059 -2.02292 0.01629  0.22
H5 2.02447 -1.91175 0.98837  0.24
H6 2.71659 -0.77693 -2.07924  0.26
H7 1.34656 1.64749 -1.25304  -0.20
H8 -0.37034 0.24986 -2.21121  -0.17
H9 -1.47369 2.16918 -1.31940  -0.17
H10 -2.21804 -1.79987 1.00600  0.23
H11 -4.06313 -2.18172 0.90194  0.25
H12 -3.40011 -0.81186 2.12214  0.26
H13 -2.93311 -1.70291 -1.71006  0.48

Output
Gap between HOMO and LUMO ... 0.2749 Eh
Molecular weight ... 257.8 g mol⁻¹
Highest occupied orbital energy ... -8.37 eV
E_LUMO ... -0.03253 hartree
2S+1 ... 1
Strongest force on any atom ... 11.1 eV/Å

***

C3H3ClOS | ωB97M-V/def2-TZVPD

Each line ends with the natural charge from an NBO analysis.
Cartesian coordinates (Å):
O1 3.30515 -0.38615 -0.12682  -0.50
C1 2.11625 -0.51103 -0.01319  0.27
S1 1.03954 0.92537 -0.03091  0.26
C2 -0.53585 0.09157 0.07560  -0.40
C3 -1.67589 0.71572 -0.02260  -0.18
Cl1 -3.20965 -0.21594 -0.07758  -0.05
H1 1.46426 -1.41671 0.14168  0.14
H2 -0.58228 -0.98729 0.16398  0.24
H3 -1.92154 1.78446 -0.11017  0.23

Output
SMILES ... O=CS/C=C/Cl
Gap between HOMO and LUMO ... 0.3677 Eh
Molecular weight ... 122.6 g mol⁻¹
Highest occupied orbital energy ... -9.34 eV
E_LUMO ... 0.02462 hartree
2S+1 ... 1
Strongest force on any atom ... 2.5 eV/Å
Energy above the lowest of the compared OMol25 structures with the same formula, charge and spin ... 0.601 eV

***

C12H15B3O6Zn | ωB97M-V/def2-TZVPD

Each line ends with the natural charge from an NBO analysis.
Cartesian coordinates (Å):
C1 -2.03660 1.33588 -4.24871  -0.72
C2 -2.50562 1.75512 -2.74985  0.79
O1 -2.35033 2.90780 -2.31007  -0.47
O2 -3.07409 0.64912 -1.96215  -0.54
C3 -1.95236 -0.14264 -1.57480  0.80
O3 -0.96727 0.44207 -1.03004  -0.58
C4 -1.82142 -1.72209 -1.79035  -0.88
B1 -1.43372 -2.44840 -0.36353  1.25
O4 -2.60166 -2.89258 0.43658  -1.01
B2 -2.24937 -2.41271 1.79998  0.92
O5 -1.03564 -2.94868 2.35205  -0.86
B3 0.07169 -2.50519 1.50616  1.22
C5 1.36641 -1.88520 2.25971  -0.84
C6 1.86372 -0.55971 1.50044  0.03
C7 2.09290 -0.44000 -0.05331  0.02
C8 2.54896 0.88653 -0.76181  -0.18
C9 2.77626 2.13842 0.10643  -0.17
C10 2.56506 2.02490 1.66705  0.26
C11 2.76948 3.30319 2.64002  -0.69
C12 2.12094 0.69210 2.40588  -0.21
O6 -0.08655 -2.68349 0.07863  -0.89
H1 -1.93634 2.23088 -4.94550  0.28
H2 -2.80712 0.55556 -4.60054  0.25
H3 -1.03571 0.77483 -4.09173  0.23
H4 -1.04851 -1.95917 -2.59851  0.30
H5 -2.83134 -2.17712 -2.12781  0.27
H6 -2.95778 -1.62516 2.31834  -0.05
H7 1.00624 -1.56088 3.31285  0.28
H8 2.21179 -2.64706 2.45797  0.32
H9 1.92391 -1.35043 -0.72834  0.26
H10 2.67130 0.89079 -1.89590  0.28
H11 3.10757 3.13362 -0.35942  0.28
H12 3.63168 3.12967 3.37473  0.29
H13 1.79348 3.37565 3.26169  0.28
H14 2.85873 4.25376 2.01608  0.26
H15 1.97950 0.63795 3.53386  0.27
Zn1 -4.62820 -3.15729 1.16393  0.94

Output
Gap between HOMO and LUMO ... 0.0668 Eh
Charge ... +2
Molecular weight ... 353.1 g mol⁻¹
Highest occupied orbital energy ... -13.75 eV
E_LUMO ... -0.43839 hartree
2S+1 ... 1
Strongest force on any atom ... 5.6 eV/Å

***

C4H6N2O | ωB97M-V/def2-TZVPD

Each line ends with the natural charge from an NBO analysis.
Cartesian coordinates (Å):
C1 -2.19511 0.16226 -0.07569  -0.26
O1 -1.05667 -0.43854 0.51838  -0.52
C2 0.10916 -0.12137 -0.15527  0.09
C3 0.57651 1.30797 -0.39767  0.09
N1 1.92915 1.26652 -0.17796  -0.59
C4 2.25104 0.06951 0.32491  0.35
N2 1.25239 -0.78695 0.44590  -0.55
H1 -2.17105 1.24856 0.04808  0.20
H2 -3.06718 -0.26521 0.42297  0.19
H3 -2.24479 -0.06624 -1.15107  0.17
H4 0.06339 -0.44429 -1.22219  0.20
H5 3.26565 -0.20638 0.60695  0.20
H6 1.28752 -1.72583 0.81265  0.43

Output
Gap between HOMO and LUMO ... 0.2911 Eh
Molecular weight ... 98.1 g mol⁻¹
Highest occupied orbital energy ... -7.94 eV
E_LUMO ... -0.00049 hartree
2S+1 ... 1
Strongest force on any atom ... 0.4 eV/Å
Energy above the lowest of the compared OMol25 structures with the same formula, charge and spin ... 4.268 eV